{"formula": "C57H73Cl3N7O3SeSi2Ti", "method": "wB97M-V/def2-TZVPD", "symbols": ["Ti", "C", "C", "C", "C", "C", "C", "C", "N", "C", "C", "C", "C", "C", "C", "O", "C", "C", "C", "C", "C", "C", "C", "C", "C", "O", "C", "C", "C", "C", "C", "C", "H", "H", "H", "H", "H", "H", "H", "H", "H", "H", "H", "H", "H", "H", "H", "H", "H", "H", "H", "H", "H", "H", "H", "H", "H", "H", "H", "H", "H", "H", "H", "H", "H", "H", "H", "H", "H", "H", "H", "H", "C", "O", "C", "C", "C", "C", "C", "C", "C", "N", "C", "C", "N", "C", "C", "C", "C", "N", "C", "C", "N", "C", "C", "C", "C", "H", "H", "H", "H", "H", "H", "H", "H", "H", "H", "H", "H", "H", "H", "C", "Si", "C", "C", "Se", "H", "H", "H", "H", "H", "H", "H", "H", "H", "N", "C", "N", "C", "C", "C", "C", "C", "H", "H", "H", "H", "H", "H", "H", "H", "H", "H", "Cl", "Si", "Cl", "Cl"], "xyz": [[-0.349, -0.074, 0.228], [-7.094, 1.407, 1.976], [-6.764, -0.063, 2.270], [-7.333, -0.406, 3.647], [-7.458, -0.950, 1.226], [-5.253, -0.289, 2.190], [-4.578, 0.105, 1.032], [-3.216, -0.119, 0.926], [-2.319, 0.282, -0.064], [-2.636, 1.194, -1.065], [-3.811, 1.392, -1.771], [-3.899, 2.419, -2.716], [-2.799, 3.250, -2.902], [-1.576, 3.051, -2.246], [-1.499, 1.947, -1.402], [-0.383, 1.508, -0.824], [-0.403, 4.016, -2.391], [-0.721, 5.155, -3.359], [0.857, 3.308, -2.908], [-0.117, 4.622, -1.008], [-5.210, 2.601, -3.481], [-5.548, 1.307, -4.236], [-6.342, 2.915, -2.494], [-5.137, 3.736, -4.502], [-2.520, -0.729, 1.979], [-1.209, -0.825, 1.737], [-3.154, -1.112, 3.154], [-4.536, -0.888, 3.219], [-2.371, -1.705, 4.325], [-1.344, -0.681, 4.827], [-1.640, -2.977, 3.879], [-3.287, -2.075, 5.492], [-8.166, 1.586, 2.097], [-6.824, 1.688, 0.958], [-6.554, 2.068, 2.656], [-8.403, -0.188, 3.664], [-6.854, 0.178, 4.434], [-7.206, -1.464, 3.884], [-8.541, -0.799, 1.248], [-7.250, -2.004, 1.418], [-7.101, -0.720, 0.222], [-5.112, 0.603, 0.241], [-4.651, 0.733, -1.608], [-2.880, 4.079, -3.589], [-0.930, 4.786, -4.367], [0.143, 5.821, -3.420], [-1.576, 5.748, -3.026], [0.691, 2.906, -3.911], [1.146, 2.495, -2.246], [1.684, 4.022, -2.959], [-0.990, 5.167, -0.642], [0.722, 5.322, -1.071], [0.123, 3.849, -0.277], [-5.670, 0.464, -3.554], [-4.751, 1.051, -4.938], [-6.477, 1.423, -4.799], [-6.475, 2.106, -1.774], [-7.289, 3.054, -3.023], [-6.121, 3.825, -1.934], [-4.327, 3.582, -5.217], [-4.985, 4.704, -4.020], [-6.075, 3.784, -5.060], [-5.057, -1.177, 4.119], [-0.637, -0.403, 4.047], [-0.788, -1.097, 5.673], [-1.843, 0.231, 5.161], [-0.945, -2.749, 3.076], [-2.347, -3.724, 3.512], [-1.088, -3.402, 4.724], [-3.800, -1.201, 5.899], [-2.685, -2.510, 6.293], [-4.040, -2.811, 5.201], [7.821, 1.891, -11.597], [8.235, 1.425, -10.329], [7.270, 1.226, -9.389], [5.919, 1.490, -9.586], [5.018, 1.257, -8.556], [5.440, 0.764, -7.330], [6.798, 0.496, -7.151], [7.707, 0.725, -8.164], [4.449, 0.541, -6.268], [3.150, 0.578, -6.433], [2.628, 0.330, -5.182], [3.622, 0.146, -4.265], [4.799, 0.279, -4.970], [3.386, -0.054, -2.869], [4.430, -0.143, -1.942], [4.119, -0.220, -0.613], [2.773, -0.205, -0.245], [1.759, -0.188, -1.099], [2.050, -0.113, -2.423], [0.964, -0.045, -3.428], [-0.294, -0.242, -3.016], [-1.285, -0.038, -3.858], [-1.090, 0.343, -5.192], [0.193, 0.448, -5.660], [1.257, 0.245, -4.772], [8.720, 1.949, -12.205], [7.367, 2.884, -11.526], [7.112, 1.201, -12.061], [5.556, 1.879, -10.526], [3.965, 1.462, -8.697], [7.165, 0.089, -6.218], [8.759, 0.517, -8.031], [5.731, 0.261, -4.599], [5.461, -0.127, -2.275], [4.877, -0.251, 0.157], [2.513, -0.182, 0.803], [-2.286, -0.185, -3.472], [-1.947, 0.520, -5.828], [0.415, 0.694, -6.690], [3.813, 1.302, 2.818], [2.516, 2.525, 2.190], [3.126, 3.252, 0.557], [2.518, 3.939, 3.430], [0.460, 1.679, 2.137], [4.751, 1.810, 3.059], [4.040, 0.503, 2.110], [3.430, 0.831, 3.726], [3.843, 4.056, 0.747], [2.284, 3.668, 0.004], [3.612, 2.520, -0.087], [3.536, 4.291, 3.620], [2.078, 3.621, 4.377], [1.928, 4.776, 3.054], [1.064, -1.763, 1.229], [1.365, -2.858, 1.438], [1.779, -4.075, 1.701], [3.114, -4.460, 1.218], [3.011, -5.771, 0.458], [2.521, -6.899, 1.378], [1.573, -6.362, 2.462], [0.805, -5.150, 1.968], [3.798, -4.552, 2.069], [3.483, -3.659, 0.577], [3.978, -6.018, 0.016], [2.309, -5.622, -0.366], [3.371, -7.397, 1.850], [2.010, -7.654, 0.778], [2.135, -6.077, 3.355], [0.863, -7.131, 2.770], [0.093, -4.788, 2.706], [0.246, -5.379, 1.056], [-1.769, -3.723, 0.276], [-0.908, -2.299, -1.087], [-2.179, -2.741, -2.723], [0.856, -3.431, -1.735]], "total_charge": -1, "gap_ha": 0.2143, "homo_energy_ev": -4.098, "lumo_ev": 1.73}


{"formula": "C44H31N3O2PS3Y", "method": "wB97M-V/def2-TZVPD", "symbols": ["Y", "O", "S", "O", "N", "C", "C", "C", "C", "C", "C", "C", "C", "N", "C", "C", "C", "C", "C", "C", "C", "H", "H", "H", "H", "H", "H", "H", "H", "H", "H", "H", "S", "C", "N", "C", "C", "C", "C", "C", "C", "S", "H", "H", "H", "H", "C", "C", "C", "C", "C", "C", "P", "C", "C", "C", "C", "C", "C", "C", "C", "C", "C", "C", "C", "C", "C", "C", "C", "H", "H", "H", "H", "H", "H", "H", "H", "H", "H", "H", "H", "H", "H", "H", "H"], "xyz": [[0.787, 0.142, -0.489], [0.144, 1.442, 3.421], [0.155, 0.291, 2.559], [-0.916, 0.225, 1.565], [1.465, 0.155, 1.642], [2.739, 0.223, 2.108], [3.100, 0.275, 3.445], [4.442, 0.314, 3.822], [5.445, 0.307, 2.889], [5.131, 0.252, 1.517], [6.107, 0.227, 0.500], [5.715, 0.149, -0.809], [4.346, 0.095, -1.109], [3.403, 0.126, -0.191], [3.771, 0.205, 1.112], [0.026, -1.192, 3.555], [0.257, -2.418, 2.959], [0.150, -3.568, 3.724], [-0.184, -3.477, 5.067], [-0.420, -2.243, 5.651], [-0.313, -1.091, 4.890], [2.321, 0.296, 4.191], [4.685, 0.343, 4.874], [6.483, 0.338, 3.186], [7.153, 0.262, 0.776], [6.437, 0.123, -1.610], [4.017, 0.019, -2.138], [0.513, -2.457, 1.908], [0.325, -4.532, 3.273], [-0.262, -4.374, 5.663], [-0.690, -2.177, 6.695], [-0.488, -0.109, 5.304], [1.615, 0.897, -3.225], [1.393, 2.347, -2.408], [1.049, 2.375, -1.130], [0.949, 3.655, -0.649], [0.632, 3.998, 0.663], [0.584, 5.335, 0.997], [0.820, 6.327, 0.050], [1.128, 6.004, -1.259], [1.203, 4.664, -1.598], [1.585, 3.927, -3.140], [0.430, 3.218, 1.387], [0.358, 5.614, 2.013], [0.758, 7.365, 0.339], [1.305, 6.767, -2.001], [-6.296, 1.247, -0.386], [-5.934, 0.877, -1.671], [-4.641, 0.466, -1.943], [-3.699, 0.418, -0.917], [-4.067, 0.790, 0.373], [-5.362, 1.200, 0.636], [-1.954, -0.088, -1.155], [-1.745, 0.281, -2.935], [-1.841, 1.639, -3.248], [-1.605, 2.079, -4.534], [-1.242, 1.169, -5.513], [-1.118, -0.175, -5.201], [-1.364, -0.626, -3.914], [-2.041, -1.911, -1.003], [-3.258, -2.544, -0.879], [-3.343, -3.931, -0.716], [-2.206, -4.685, -0.685], [-0.938, -4.079, -0.790], [0.232, -4.866, -0.773], [1.455, -4.279, -0.909], [1.564, -2.879, -0.986], [0.461, -2.034, -0.967], [-0.825, -2.663, -0.923], [-7.307, 1.573, -0.182], [-6.665, 0.912, -2.468], [-4.363, 0.178, -2.948], [-3.322, 0.751, 1.156], [-5.644, 1.494, 1.636], [-2.111, 2.341, -2.464], [-1.689, 3.132, -4.769], [-1.039, 1.512, -6.516], [-0.814, -0.874, -5.964], [-1.250, -1.673, -3.666], [-4.173, -1.972, -0.900], [-4.312, -4.398, -0.625], [-2.258, -5.760, -0.583], [0.139, -5.939, -0.659], [2.353, -4.883, -0.930], [2.570, -2.466, -1.066]], "gap_ha": 0.2716, "homo_energy_ev": -7.513, "lumo_ev": -0.12}


{"formula": "C6H8N2O", "method": "wB97M-V/def2-TZVPD", "symbols": ["C", "C", "C", "C", "C", "C", "N", "N", "O", "H", "H", "H", "H", "H", "H", "H", "H"], "xyz": [[-0.537, -1.404, 0.301], [2.561, 0.713, 0.265], [-0.601, -0.092, 0.266], [-0.841, 1.169, 0.069], [0.877, -3.124, -0.350], [-1.632, 1.733, -1.180], [0.628, -1.863, -0.371], [2.591, 1.610, 0.972], [3.020, 2.502, 1.656], [-1.287, -1.997, 0.889], [1.995, -0.033, -0.313], [-0.695, 1.857, 0.926], [1.854, -3.541, -0.740], [0.199, -3.945, -0.007], [-2.089, 2.681, -0.965], [-2.316, 0.939, -1.394], [-1.015, 1.850, -2.036]], "gap_ha": [0.2415, 0.2477], "homo_energy_ev": [-5.794, -9.634], "lumo_ev": [0.78, -2.89], "multiplicity": 3}


{"formula": "C6H10O2", "method": "wB97M-V/def2-TZVPD", "symbols": ["C", "C", "C", "C", "C", "C", "O", "O", "H", "H", "H", "H", "H", "H", "H", "H", "H", "H"], "xyz": [[0.915, 0.221, 0.087], [1.207, -1.074, 0.637], [1.160, 0.430, -1.383], [-1.064, 0.466, 0.369], [-0.240, -2.046, 0.644], [-1.755, 1.152, -0.557], [-1.135, 0.766, 1.716], [-0.322, -3.124, 1.072], [-1.772, 1.477, 1.861], [1.120, 1.068, 0.729], [-1.020, -0.812, 0.298], [1.481, -1.088, 1.689], [1.840, -1.721, 0.031], [2.230, 0.380, -1.606], [0.670, -0.349, -1.975], [0.785, 1.397, -1.717], [-1.687, 0.886, -1.600], [-2.415, 1.972, -0.296]], "gap_ha": 0.2907, "homo_energy_ev": -7.690, "lumo_ev": 0.22}